The following is a quantum chemistry calculation of 7 unconnected molecules or ions with the total composition C32H79BrO18S6Si, from the Open Molecules 2025 dataset.

Computed properties:
- SMILES = CCCCCCCCCCCCCC[SiH2]Br.CCOS(C)(=O)=O.CCOS(C)(=O)=O.CCOS(C)(=O)=O.CCOS(C)(=O)=O.CCOS(C)(=O)=O.CCOS(C)(=O)=O
- total charge = 0
- HOMO (eV) = -10.324
- LUMO energy (eV) = 0.1
- Kohn-Sham gap (eV) = 10.5

Geometry as XYZ:
```
137
Properties=species:S:1:pos:R:3:forces:R:3:mulliken_charge:R:1
C 4.30101 -3.59866 0.23567 -0.37 0.40 0.06 -1.309
C 3.86338 -2.13092 0.38971 0.42 -0.08 -0.44 0.942
C 4.69800 -1.15943 -0.46685 -0.07 0.07 0.19 -0.753
C 4.85898 0.24085 0.14701 -0.24 -0.10 -0.03 -0.602
C 4.73025 1.40514 -0.84545 0.20 0.14 0.03 -1.307
C 3.55526 2.33806 -0.55635 0.06 -0.16 -0.19 -0.630
C 2.20684 1.62720 -0.39784 -0.24 -0.11 0.06 0.517
C 1.33019 2.16734 0.75261 0.16 0.06 -0.25 -0.668
C 1.01733 1.12367 1.82384 -0.37 0.25 -0.29 -1.037
C -0.13251 0.16997 1.42584 0.24 -0.03 0.29 -0.180
C 0.27569 -1.30836 1.27459 0.27 0.14 -0.22 -0.684
C 0.01638 -1.96614 -0.09123 -0.17 -0.23 0.28 -0.506
C -1.28338 -1.54859 -0.79057 0.34 0.17 -0.26 -1.026
C -1.05464 -0.49087 -1.88191 -0.26 -0.03 -0.04 0.211
Si -2.61764 0.27714 -2.53334 -0.01 0.01 -0.16 0.374
Br -3.64873 -1.18778 -3.90036 0.05 0.16 0.20 -0.115
H 4.90501 -3.90645 1.08242 0.22 -0.14 -0.02 0.086
H 4.85914 -3.71894 -0.69062 0.06 -0.18 -0.04 0.402
H 3.42957 -4.24932 0.19965 0.02 -0.17 0.00 0.398
H 3.94335 -1.82891 1.43306 -0.18 -0.03 0.13 0.528
H 2.82528 -2.04089 0.06686 -0.01 0.11 0.26 -1.091
H 5.68271 -1.58901 -0.65383 0.06 -0.02 -0.06 0.313
H 4.20854 -1.05564 -1.43597 0.05 -0.09 -0.15 0.392
H 4.08852 0.35285 0.91450 0.04 0.08 0.09 0.213
H 5.81322 0.30289 0.66759 0.08 -0.03 0.06 0.618
H 5.64239 2.00236 -0.81043 0.05 0.06 -0.12 0.427
H 4.65514 1.04192 -1.87180 0.00 -0.19 -0.03 0.433
H 3.47538 3.04144 -1.38589 0.06 0.24 0.09 0.462
H 3.78937 2.92536 0.32822 -0.08 0.02 0.14 0.211
H 1.65987 1.69255 -1.33941 -0.01 -0.01 -0.10 0.428
H 2.35953 0.55702 -0.23019 0.04 -0.03 -0.03 -0.423
H 1.82812 3.02313 1.20772 0.09 0.05 0.03 0.168
H 0.39941 2.55815 0.33517 -0.15 0.03 0.13 0.330
H 1.92035 0.54467 2.01839 0.09 0.04 0.23 0.375
H 0.73855 1.65833 2.73069 0.10 -0.09 0.20 0.440
H -0.58507 0.55961 0.51759 -0.09 -0.07 -0.11 0.104
H -0.90383 0.23754 2.19230 -0.13 0.01 -0.02 0.398
H -0.19144 -1.90404 2.05756 -0.16 -0.03 0.01 0.535
H 1.34985 -1.38154 1.45976 -0.06 -0.08 0.11 -0.013
H 0.86849 -1.79835 -0.75127 -0.03 0.13 -0.16 0.234
H -0.01498 -3.04369 0.07743 0.09 -0.08 -0.04 0.344
H -1.72609 -2.41385 -1.28187 -0.19 -0.08 0.12 0.505
H -1.98868 -1.17509 -0.04783 -0.16 -0.08 0.04 0.417
H -0.55794 -0.95406 -2.73724 0.15 0.02 -0.03 0.425
H -0.40150 0.31565 -1.54269 0.06 0.05 0.06 -0.436
H -2.35313 1.47935 -3.34763 0.00 -0.03 -0.02 -0.173
H -3.57948 0.62630 -1.46876 -0.01 -0.05 0.03 -0.216
O 3.57334 5.24839 1.21819 -0.04 -0.09 -0.05 -0.529
S 3.71178 6.67176 1.15432 0.06 0.13 0.21 1.169
O 4.00026 7.29552 -0.09800 -0.03 -0.01 -0.12 -0.631
O 4.78335 7.12368 2.23438 -0.07 0.05 -0.02 -0.328
C 6.05610 6.43248 2.23307 0.35 -0.17 0.02 -0.281
C 6.97760 6.91532 1.13302 -0.13 0.05 -0.09 -0.975
C 2.31228 7.44591 1.88416 -0.02 0.00 0.03 -1.006
H 5.87803 5.35851 2.16874 -0.09 0.02 -0.03 0.274
H 6.47797 6.64214 3.21346 -0.09 0.07 0.03 0.276
H 6.60161 6.64019 0.14890 0.00 -0.02 0.01 0.283
H 7.96382 6.46933 1.26227 0.00 -0.01 0.04 0.390
H 7.07396 8.00028 1.16380 0.04 0.00 0.04 0.272
H 2.12865 6.99347 2.85429 0.00 0.00 0.00 0.314
H 1.47394 7.27218 1.21346 0.01 -0.01 -0.02 0.375
H 2.51234 8.50981 1.97485 0.01 0.01 -0.01 0.356
O -8.89539 -5.34031 -5.34933 0.02 -0.11 -0.07 -0.652
S -9.06438 -3.93586 -5.57015 0.04 0.21 0.25 1.177
O -9.01388 -3.42312 -6.90413 -0.01 -0.06 -0.12 -0.618
O -8.03185 -3.14628 -4.65808 -0.05 0.03 0.00 -0.220
C -6.63758 -3.51272 -4.71919 0.36 -0.05 0.02 -0.258
C -5.93780 -2.92439 -5.92541 -0.18 -0.06 -0.18 -1.085
C -10.51355 -3.35329 -4.76899 -0.10 0.06 0.00 -0.781
H -6.54305 -4.59883 -4.68199 -0.11 -0.01 -0.04 0.340
H -6.21493 -3.11093 -3.80019 -0.08 0.03 0.03 0.214
H -6.28884 -3.37707 -6.85203 -0.03 -0.02 0.02 0.376
H -4.86480 -3.09608 -5.84781 0.02 -0.01 0.03 0.366
H -6.12139 -1.85211 -5.98791 0.05 0.02 0.04 0.268
H -10.50747 -3.70645 -3.74207 0.01 0.00 0.01 0.299
H -11.37006 -3.75099 -5.30871 0.04 -0.04 -0.04 0.407
H -10.50395 -2.26669 -4.80675 0.01 0.00 0.04 0.181
O -9.79155 -0.13107 -3.69972 -0.14 -0.18 -0.01 -0.550
S -9.36596 0.96182 -2.88064 0.14 0.27 -0.09 1.100
O -9.26322 0.78321 -1.46499 -0.01 -0.14 0.01 -0.532
O -10.27635 2.22348 -3.18824 0.09 -0.01 0.00 -0.325
C -11.71157 2.03946 -3.13659 -0.38 -0.02 0.03 -0.327
C -12.24222 2.02307 -1.71834 0.15 -0.05 0.06 -0.953
C -7.85382 1.61203 -3.49685 0.02 0.01 -0.02 -1.007
H -11.97398 1.13032 -3.67865 0.09 -0.03 0.00 0.297
H -12.11191 2.88495 -3.69132 0.11 0.05 -0.02 0.276
H -11.90959 1.13799 -1.17820 0.00 -0.01 -0.02 0.272
H -13.33212 2.02621 -1.73665 -0.01 0.02 -0.04 0.393
H -11.89654 2.89933 -1.17048 -0.04 0.03 -0.02 0.265
H -7.95718 1.78405 -4.56423 0.00 0.00 -0.01 0.350
H -7.08836 0.86334 -3.30221 -0.01 -0.03 0.01 0.362
H -7.63033 2.53377 -2.96626 0.00 0.00 0.01 0.360
O 11.08154 -0.93592 1.17185 -0.02 0.06 0.13 -0.658
S 10.51056 -0.92821 -0.14038 0.06 -0.18 -0.18 1.205
O 9.29372 -0.21529 -0.37426 -0.06 0.10 0.04 -0.553
O 10.35254 -2.42787 -0.63687 0.05 0.08 -0.05 -0.257
C 9.68300 -3.35206 0.25501 -0.19 -0.27 0.22 -0.670
C 8.17952 -3.18465 0.23024 -0.04 0.17 -0.01 -0.757
C 11.71501 -0.42746 -1.31901 0.04 0.00 -0.02 -0.971
H 10.08727 -3.23165 1.26054 0.04 0.08 -0.03 0.386
H 9.97242 -4.33687 -0.10460 0.06 0.05 -0.10 0.307
H 7.88280 -2.22723 0.65771 0.00 0.00 0.01 0.276
H 7.70463 -3.97853 0.80769 0.04 -0.04 -0.01 0.417
H 7.80517 -3.21969 -0.79282 0.00 -0.07 0.00 0.272
H 12.62026 -1.00597 -1.16036 0.00 -0.01 0.00 0.333
H 11.89973 0.63054 -1.14825 -0.02 0.01 0.02 0.372
H 11.31252 -0.58695 -2.31534 -0.02 0.00 0.00 0.314
O -6.02255 3.82999 3.75349 -0.03 -0.02 0.13 -0.646
S -6.54058 4.38661 2.54153 0.12 -0.04 -0.22 1.175
O -7.88999 4.85432 2.49786 -0.08 0.05 0.07 -0.603
O -6.29307 3.35765 1.35960 0.01 0.09 -0.01 -0.196
C -6.72085 1.98719 1.56702 -0.10 -0.42 0.01 -0.385
C -8.21177 1.80808 1.38493 -0.03 0.25 0.18 -0.946
C -5.46979 5.65536 1.96021 0.04 0.02 -0.01 -0.936
H -6.38545 1.65528 2.55017 0.02 0.11 0.03 0.350
H -6.17024 1.41837 0.82008 0.05 0.10 -0.05 0.225
H -8.76997 2.30451 2.17855 0.04 -0.02 0.03 0.370
H -8.45813 0.74720 1.39880 0.03 -0.03 -0.05 0.389
H -8.53494 2.22362 0.43489 -0.01 -0.06 -0.07 0.215
H -4.45150 5.27786 1.95528 0.00 -0.01 0.00 0.304
H -5.56753 6.48907 2.65160 -0.02 -0.01 0.02 0.370
H -5.78807 5.94920 0.96401 -0.01 0.00 0.00 0.310
O 5.22347 -4.90128 3.51033 0.02 -0.02 -0.17 -0.555
S 5.83939 -5.11018 4.78565 -0.11 0.10 0.22 1.162
O 6.91128 -6.04771 4.90369 0.09 -0.04 -0.07 -0.622
O 4.70773 -5.45772 5.84318 0.08 0.05 0.02 -0.300
C 3.77384 -6.50734 5.49475 -0.26 -0.28 -0.07 -0.308
C 4.35799 -7.89091 5.68790 0.15 0.06 -0.02 -0.985
C 6.33025 -3.56968 5.47586 -0.01 0.03 0.01 -0.970
H 3.42961 -6.35247 4.47167 0.07 0.06 -0.01 0.291
H 2.92750 -6.34713 6.15901 0.05 0.09 0.06 0.277
H 5.15565 -8.08986 4.97401 -0.01 0.01 -0.01 0.292
H 3.57707 -8.63887 5.54988 -0.04 0.02 0.01 0.388
H 4.77220 -7.99432 6.69040 -0.05 -0.01 0.02 0.266
H 5.49402 -2.87897 5.41931 -0.01 0.00 0.00 0.316
H 7.16603 -3.21079 4.87937 0.01 -0.02 -0.02 0.371
H 6.64028 -3.73304 6.50412 0.01 -0.01 0.00 0.351
```
Positions in Å, forces in eV/Å.

---

The following is a quantum chemistry calculation of a molecular structure, C32H80F2Li2NO20S2, from the Open Molecules 2025 dataset.

Computed properties:
- multiplicity = 2
- total charge = +2
- HOMO (alpha / beta) (eV) = -12.268 / -12.268
- LUMO energy (alpha / beta) (eV) = -6.5 / -10.2
- expectation value of S² = 0.76
- Kohn-Sham gap (alpha / beta) (eV) = 5.8 / 2.1

Geometry as XYZ:
```
139
Properties=species:S:1:pos:R:3:forces:R:3:lowdin_spin:R:1
Li 0.98613 -0.28735 1.91199 0.29 1.80 1.03 0.000
Li 0.71994 -2.30898 0.68492 -0.14 -2.44 -1.54 0.000
N 0.37229 -0.54886 0.10382 -4.08 0.79 1.81 0.000
S -1.27249 0.06008 -0.16293 -8.48 -0.40 1.79 0.000
O -2.08753 -0.55964 -1.24384 3.77 1.68 2.29 0.000
O -1.61534 1.42168 0.26485 2.00 -2.30 -1.12 0.000
F -1.90472 -0.71513 1.12043 1.38 -0.32 -0.36 0.000
S 0.82696 0.22481 -1.11189 8.06 5.39 -8.32 0.000
O 0.63006 1.71556 -1.25862 -0.38 -4.23 1.56 0.000
O 0.82150 -0.48338 -2.36250 -1.27 0.02 1.24 0.000
F 2.44872 0.17964 -0.85163 -1.21 -0.09 1.03 0.000
C 0.15512 3.14150 -4.61713 0.04 0.34 -0.43 0.001
O 1.31886 3.57904 -3.93875 -0.39 0.14 0.31 0.008
C 2.59361 3.15489 -4.45037 -0.53 0.74 1.91 0.001
C 3.32524 2.70636 -3.13237 0.77 -0.42 -1.64 0.002
O 4.78431 2.71338 -3.22718 -1.62 -0.42 0.44 0.004
C 5.42026 3.96576 -3.25316 0.03 0.34 -1.36 0.001
H 0.02072 2.05983 -4.61181 0.16 -0.13 0.16 0.000
H 0.15312 3.49190 -5.64927 0.07 -0.06 -0.20 0.000
H -0.70884 3.61054 -4.14631 0.08 -0.09 0.21 0.000
H 3.07635 4.06230 -4.81324 0.17 -0.32 -0.66 0.000
H 2.40526 2.38427 -5.19787 0.66 -0.02 0.00 0.000
H 2.97590 1.68874 -2.95770 0.56 -0.15 0.13 0.000
H 2.91140 3.27004 -2.29624 0.37 0.51 0.03 0.001
H 5.01413 4.62301 -4.02204 -0.75 0.31 0.12 0.000
H 6.40030 3.84320 -3.71425 0.34 -0.42 0.76 0.000
H 5.46783 4.50448 -2.30679 0.03 -0.24 0.25 0.001
C -5.12047 -1.29907 2.28295 -2.05 -0.29 0.80 0.000
O -6.34224 -2.13132 2.42571 0.62 -0.01 -1.16 0.000
C -6.08967 -3.46496 2.98703 0.62 2.81 0.73 0.000
C -7.31813 -4.15699 3.59970 1.05 -0.78 -0.91 0.000
O -7.71708 -3.62024 4.82862 -0.88 0.06 -0.04 0.000
C -9.13253 -3.40274 4.95259 0.42 0.67 -0.69 0.000
H -5.30618 -0.46906 1.60127 -0.56 -0.22 -0.19 0.000
H -4.22512 -1.78159 1.89100 -0.05 -0.61 0.34 0.000
H -5.02973 -0.82700 3.26123 0.78 -0.11 0.12 0.000
H -5.42697 -3.16130 3.79741 0.21 -0.86 0.63 0.000
H -5.46384 -3.98426 2.26125 -0.54 -0.78 -0.08 0.000
H -6.99081 -5.17721 3.79998 0.27 -0.31 -0.03 0.000
H -8.10030 -4.30823 2.85577 -0.39 0.59 0.04 0.000
H -9.82982 -4.20131 4.69926 0.59 -0.96 0.44 0.000
H -9.41728 -2.69293 4.17593 -0.05 0.76 0.31 0.000
H -9.29626 -3.04637 5.96959 -0.12 0.06 -0.28 0.000
C -1.45859 6.46397 1.41235 -0.77 0.84 0.81 0.011
O -0.46971 6.55676 0.34976 -0.91 -0.76 1.44 0.187
C -0.30029 5.33147 -0.28997 -0.26 0.89 0.34 0.057
C 0.68833 5.48230 -1.40018 1.31 0.50 0.60 0.074
O 1.62249 6.57270 -1.17060 -0.51 -2.09 -0.94 0.449
C 2.89938 6.50320 -1.88189 0.26 1.70 0.35 0.035
H -2.40719 5.99253 1.15546 0.25 -0.30 -0.75 0.003
H -1.76079 7.42959 1.81775 0.44 0.56 -0.93 0.000
H -1.15797 6.01668 2.35980 1.00 -0.74 -0.41 0.007
H -1.25098 4.91505 -0.62296 -0.31 0.11 -0.42 0.014
H 0.03222 4.53292 0.37324 0.53 -0.11 0.55 0.039
H 0.10185 5.63911 -2.30548 0.19 0.46 -0.71 0.053
H 1.19414 4.52773 -1.54529 0.40 -0.01 -0.42 0.018
H 3.33582 7.49332 -1.75039 -0.47 0.32 -0.12 0.002
H 2.85338 6.32270 -2.95585 -0.59 -0.55 0.18 0.010
H 3.68713 5.93374 -1.38866 -0.65 -1.01 0.27 0.021
C -4.23938 2.65598 2.31872 -0.85 1.10 1.41 0.000
O -4.90484 2.03233 3.42295 1.35 -2.34 -2.53 0.000
C -5.79800 2.72335 4.18625 -0.21 0.33 1.33 0.000
C -6.18294 1.80064 5.37286 -1.12 -0.60 0.37 0.000
O -6.77655 0.48376 5.12646 0.30 0.89 -0.29 0.000
C -7.96592 0.37051 4.32575 0.77 0.77 -0.33 0.000
H -4.84905 3.48034 1.94882 -0.18 0.02 -0.30 0.000
H -3.97814 2.00960 1.48083 -0.20 -0.42 0.44 0.000
H -3.35277 3.12164 2.74904 0.39 0.11 -0.33 0.000
H -6.65453 3.15446 3.66798 -0.36 -0.50 -0.45 0.000
H -5.26189 3.60814 4.52954 -0.14 0.35 0.93 0.000
H -6.82420 2.33920 6.07060 -0.51 0.38 -0.28 0.000
H -5.34936 1.56322 6.03383 0.48 -0.05 -0.60 0.000
H -8.83772 0.90686 4.70045 0.02 0.00 0.58 0.000
H -8.19720 -0.68566 4.18749 0.24 0.11 0.25 0.000
H -7.77493 0.80551 3.34473 0.05 -0.11 -0.31 0.000
C 4.14178 0.96662 1.93174 -0.16 -0.52 -0.95 0.000
O 2.70507 0.88974 2.17178 0.05 -0.57 0.28 0.000
C 2.47047 1.15496 3.54010 -0.33 0.28 1.44 0.000
C 1.08677 1.71056 3.87076 0.37 0.74 -0.78 0.000
O 0.01626 0.97359 3.26671 0.46 0.22 0.36 0.000
C -1.22615 1.54634 3.69941 -1.33 0.08 -0.51 0.000
H 4.75093 0.35482 2.59712 -0.43 -0.07 0.42 0.000
H 4.47401 2.00245 2.00086 -0.15 0.01 -0.08 0.000
H 4.30543 0.54796 0.93874 -0.05 0.33 -0.08 0.000
H 3.22664 1.87005 3.86406 -0.24 0.30 0.26 0.000
H 2.61613 0.30033 4.20076 0.29 -0.66 -0.35 0.000
H 1.05923 2.73927 3.51144 -0.28 0.19 -0.19 0.000
H 0.91589 1.76037 4.94613 0.33 -0.23 0.12 0.000
H -1.32420 1.75484 4.76478 0.48 -0.90 0.30 0.000
H -2.04006 0.92316 3.32887 0.18 -0.25 0.34 0.000
H -1.47637 2.53105 3.30464 0.86 0.15 -0.75 0.000
C 5.31659 -0.01423 -2.02206 0.42 1.17 0.81 0.000
O 5.45685 -1.21750 -1.34683 -1.42 -1.95 0.25 0.000
C 6.72479 -1.68450 -0.98940 0.10 -0.26 0.54 0.000
C 6.73643 -3.12575 -0.45558 -0.03 0.45 -0.46 0.000
O 6.12359 -3.35497 0.81326 -0.07 1.26 -0.44 0.000
C 6.11219 -4.70390 1.19780 -0.75 -0.54 -0.62 0.000
H 5.84526 0.19539 -2.95193 0.58 -0.76 -0.12 0.000
H 5.69301 0.68715 -1.27743 -0.37 1.11 -0.38 0.000
H 4.26582 0.12916 -2.27390 0.14 -0.01 0.43 0.000
H 7.21573 -1.17453 -0.16054 -0.10 1.18 -0.15 0.000
H 7.28306 -1.60913 -1.92254 0.88 -0.41 0.31 0.000
H 7.79981 -3.30777 -0.30000 0.18 -0.55 -0.57 0.000
H 6.27793 -3.68720 -1.26962 0.07 -0.89 0.25 0.000
H 7.07685 -5.19446 1.32772 0.35 0.43 0.21 0.000
H 5.61050 -5.27316 0.41528 -0.17 -0.30 -0.15 0.000
H 5.49475 -4.79934 2.09098 0.29 0.13 0.11 0.000
C 2.91102 -3.26906 -1.46389 -0.66 0.22 -1.28 0.000
O 1.73497 -3.61129 -0.67369 0.53 0.00 0.40 0.000
C 1.05341 -4.80175 -1.13747 -0.10 -0.48 0.61 0.000
C 0.07700 -5.24511 -0.06939 -0.73 2.81 0.32 0.000
O -0.85870 -4.10383 -0.01893 -1.14 -0.36 -0.02 0.000
C -1.97668 -4.23857 0.89945 0.71 0.09 0.51 0.000
H 3.65016 -4.06417 -1.56169 -0.09 -0.15 0.67 0.000
H 3.37282 -2.32028 -1.19065 -0.10 -0.30 0.86 0.000
H 2.59180 -3.07215 -2.48733 -0.30 -0.24 -0.19 0.000
H 1.70563 -5.66852 -1.24433 0.66 0.35 -0.38 0.000
H 0.52905 -4.58836 -2.06892 0.12 -0.02 -0.09 0.000
H 0.53319 -5.15145 0.91611 0.47 -1.06 0.08 0.000
H -0.42419 -6.19477 -0.25666 0.07 0.11 -0.04 0.000
H -2.86678 -3.66747 0.63548 0.44 0.30 -0.62 0.000
H -1.60918 -3.85220 1.85011 -0.28 -0.06 0.43 0.000
H -2.34573 -5.24796 1.08121 0.45 -0.29 -0.35 0.000
C 3.45050 -1.38672 -4.51029 -0.06 -0.98 0.02 0.000
O 3.06428 -2.54152 -5.25364 1.72 0.27 0.90 0.000
C 1.98604 -2.45568 -6.11717 -0.85 1.02 0.38 0.000
C 0.71771 -2.67867 -5.27387 0.62 -1.52 -1.10 0.000
O 0.76524 -4.09355 -4.95378 -1.79 0.46 0.52 0.000
C -0.57767 -4.64505 -4.78798 1.17 0.23 -0.77 0.000
H 3.46098 -0.47663 -5.11006 0.10 0.06 -0.17 0.000
H 4.43391 -1.62449 -4.10475 0.19 0.19 -0.34 0.000
H 2.84684 -1.23007 -3.61633 -0.54 0.13 -0.09 0.000
H 2.20213 -3.15497 -6.92488 -0.64 -0.33 0.21 0.000
H 1.95269 -1.46858 -6.57830 -0.09 0.39 -0.13 0.000
H -0.21633 -2.46002 -5.79141 0.01 0.08 -0.28 0.000
H 0.76952 -2.03594 -4.39505 0.00 -0.12 0.27 0.000
H -0.45107 -5.72214 -4.67866 -0.05 0.14 0.51 0.000
H -1.16615 -4.52728 -5.69788 0.07 0.21 -0.27 0.000
H -1.14646 -4.14994 -4.00094 0.17 -0.19 0.40 0.000
```
Positions in Å, forces in eV/Å.

---

Which E belongs to each record? In order, -214250.5871, -104406.7973 eV.
Which max |F| belongs to each record? In order, 0.0119, 0.2485 Eh/bohr.